Record 1
{"formula": "C27H62IN3O11S", "method": "ωB97M-V/def2-TZVPD", "elements": ["C", "C", "C", "N", "C", "C", "C", "C", "C", "O", "C", "C", "C", "C", "I", "C", "S", "C", "N", "C", "C", "N", "C", "H", "H", "H", "H", "H", "H", "H", "H", "H", "H", "H", "H", "H", "H", "H", "H", "H", "H", "H", "H", "H", "H", "C", "O", "H", "H", "H", "H", "C", "O", "H", "H", "H", "H", "C", "O", "H", "H", "H", "H", "C", "O", "H", "H", "H", "H", "C", "O", "H", "H", "H", "H", "C", "O", "H", "H", "H", "H", "C", "O", "H", "H", "H", "H", "C", "O", "H", "H", "H", "H", "C", "O", "H", "H", "H", "H", "C", "O", "H", "H", "H", "H"], "coordinates": [[2.6276, 2.2502, 1.7493], [1.8738, 1.1681, 1.0207], [1.7629, -0.1554, 1.7484], [1.4079, 1.3834, -0.1424], [0.1977, 0.7180, -0.4897], [-1.0225, 1.2913, -0.1600], [-0.9948, 2.6342, 0.5317], [-0.7246, 3.7038, -0.5518], [-0.8032, 5.1316, -0.0301], [-1.1068, 6.0052, -1.1239], [-2.2423, 0.6090, -0.4866], [-3.6058, 1.1486, -0.1132], [-4.1971, 2.2110, -1.0826], [-5.6433, 1.8241, -1.4083], [-4.3481, 4.1838, -0.1827], [-2.1472, -0.5969, -1.1578], [-3.6484, -1.4446, -1.6069], [-0.9091, -1.1786, -1.5287], [-0.9052, -2.3539, -2.2262], [0.2786, -2.7995, -2.5407], [1.4701, -2.1207, -2.2056], [1.5075, -1.0048, -1.5297], [0.2760, -0.5165, -1.1977], [1.9114, 2.8494, 2.3099], [3.2659, 2.8296, 1.0877], [3.2864, 1.7778, 2.4771], [1.8374, -0.9892, 1.0566], [2.5643, -0.2602, 2.4727], [0.7991, -0.1999, 2.2632], [-1.9316, 2.8322, 1.0467], [-0.1830, 2.6692, 1.2486], [0.2170, 3.4783, -1.0432], [-1.5198, 3.5894, -1.2908], [-1.5328, 5.2423, 0.7689], [0.1925, 5.4366, 0.2964], [-1.9872, 6.3685, -1.0093], [-4.3265, 0.3402, -0.0626], [-3.5497, 1.6004, 0.8727], [-3.6235, 2.3088, -1.9982], [-5.6654, 1.0140, -2.1365], [-6.1816, 1.5250, -0.5106], [-6.1589, 2.6890, -1.8205], [-3.2597, -2.3037, -2.5592], [0.3391, -3.7126, -3.1138], [2.4070, -2.5486, -2.5274], [3.6024, -5.3934, -2.8408], [2.6891, -4.5861, -3.5825], [4.3605, -4.7375, -2.4202], [3.0883, -5.9121, -2.0280], [4.0860, -6.1259, -3.4905], [2.0240, -5.1733, -3.9531], [-6.6655, 1.4865, 2.7639], [-5.2546, 1.5766, 2.9347], [-6.8954, 0.4828, 2.4145], [-7.1830, 1.6609, 3.7104], [-7.0123, 2.2119, 2.0221], [-5.0561, 2.4653, 3.2423], [-3.5767, -1.0943, -5.6747], [-2.6074, -0.6439, -4.7392], [-3.2280, -0.8325, -6.6707], [-3.6992, -2.1809, -5.6179], [-4.5424, -0.6111, -5.4988], [-2.9252, -0.8806, -3.8589], [6.1208, 3.2551, 2.3725], [5.5986, 3.1547, 3.6913], [5.5855, 4.0436, 1.8465], [7.1828, 3.5029, 2.4050], [5.9818, 2.3101, 1.8461], [6.0868, 2.4527, 4.1347], [-3.7957, -5.7505, -3.5135], [-2.3744, -5.7560, -3.3690], [-4.1114, -6.7322, -3.8492], [-4.2696, -5.5335, -2.5526], [-4.0933, -5.0042, -4.2562], [-2.1082, -4.8801, -3.0705], [-5.1543, -9.2245, -4.2558], [-6.0671, -8.6802, -3.3078], [-4.8166, -8.4186, -4.9010], [-4.2928, -9.6599, -3.7430], [-5.6480, -9.9861, -4.8647], [-6.3628, -9.3961, -2.7404], [1.9374, 4.0357, 5.4637], [3.2697, 4.4843, 5.6609], [1.3605, 4.2953, 6.3483], [1.4873, 4.5215, 4.5918], [1.9085, 2.9500, 5.3269], [3.7738, 4.2477, 4.8742], [-5.2896, -4.1738, 0.8467], [-4.2841, -5.1536, 0.6097], [-5.9705, -4.5654, 1.5983], [-4.8371, -3.2502, 1.2169], [-5.8458, -3.9706, -0.0726], [-3.6850, -4.7994, -0.0537], [9.3414, 1.6127, 2.8849], [8.0363, 1.0529, 3.0437], [9.3247, 2.6286, 3.2697], [10.0762, 1.0329, 3.4473], [9.6209, 1.6338, 1.8280], [8.0607, 0.1552, 2.7030], [9.9170, 5.7408, 4.2891], [10.7694, 4.6162, 4.0792], [9.3339, 5.5536, 5.1867], [10.5050, 6.6509, 4.4292], [9.2366, 5.8754, 3.4442], [11.2821, 4.7882, 3.2851]], "lowdin_charge": [-0.0210, -0.3700, -0.0085, 0.1462, -0.1569, -0.0937, -0.1342, -0.1813, -0.2876, -0.0943, -0.1654, -0.2265, -0.6765, -0.1953, 0.9406, -0.4316, 0.8700, -0.2291, 0.1125, -0.0917, -0.0906, 0.1597, -0.1552, 0.0760, 0.0828, 0.0627, 0.0689, 0.0726, 0.0953, 0.0696, 0.0969, 0.1123, 0.0863, 0.0810, 0.1158, 0.0494, 0.0596, 0.0712, 0.0869, 0.0690, 0.0674, 0.0420, -0.1349, 0.0947, 0.0925, -0.1404, -0.1481, 0.0786, 0.0799, 0.0766, 0.0771, -0.1562, -0.1407, 0.0779, 0.0762, 0.0692, 0.0702, -0.1582, -0.1457, 0.0775, 0.0696, 0.0765, -0.0280, -0.1646, -0.1268, 0.0803, 0.0627, 0.0729, 0.0722, -0.1294, -0.1278, 0.0469, 0.0741, 0.0759, 0.0427, -0.1652, -0.1267, 0.0628, 0.0817, 0.0763, 0.0724, -0.1717, -0.1227, 0.0748, 0.0701, 0.0724, 0.0432, -0.1687, -0.1294, 0.0762, 0.0678, 0.0702, 0.0550, -0.1391, -0.1382, 0.0553, 0.0809, 0.0820, 0.0789, -0.1530, -0.1357, 0.0793, 0.0748, 0.0739, 0.0737], "e_homo_ha": -0.291, "smiles": "CC(C)=Nc1c(CCCO)c(C[C@@H](C)I)c(S)c2nccnc12.CO.CO.CO.CO.CO.CO.CO.CO.CO.CO"}

---

Record 2
{"formula": "C4H6O2Pr", "method": "ωB97M-V/def2-TZVPD", "elements": ["O", "C", "H", "H", "C", "C", "C", "O", "Pr", "H", "H", "H", "H"], "coordinates": [[2.5541, -0.8790, 1.9477], [2.0951, -0.7885, 0.6038], [3.3238, -0.3081, 2.0331], [2.3163, -1.7598, 0.1305], [0.6641, -0.3899, 0.4772], [-0.3000, -1.2226, 0.9363], [-1.7480, -0.8303, 1.2053], [-2.1625, 0.3534, 0.5990], [-0.8543, 1.3587, -0.5603], [-0.0683, -2.2696, 1.2017], [2.6197, 0.0663, 0.0834], [-1.8764, -0.7754, 2.3083], [-2.3849, -1.6850, 0.8882]], "lowdin_spin": [-0.0006, -0.0046, 0.0000, -0.0010, -0.0296, -0.0051, 0.0002, -0.0210, 2.0639, -0.0009, -0.0007, -0.0004, -0.0003], "spin_multiplicity": 3, "charge": 1, "e_homo_ha": [-0.445, -0.445]}

---

Record 3
{"formula": "C29H52P2RuSi", "method": "ωB97M-V/def2-TZVPD", "elements": ["Ru", "C", "C", "C", "C", "C", "C", "H", "H", "H", "C", "H", "H", "H", "C", "H", "H", "H", "C", "H", "H", "H", "C", "H", "H", "H", "C", "C", "C", "C", "C", "C", "C", "C", "H", "H", "H", "H", "H", "H", "H", "H", "H", "H", "H", "H", "P", "P", "C", "C", "H", "H", "H", "H", "C", "H", "H", "H", "C", "H", "H", "H", "C", "H", "H", "H", "C", "H", "H", "H", "C", "Si", "C", "C", "C", "C", "H", "H", "H", "H", "H", "H", "H", "H", "H"], "coordinates": [[1.6838, -0.1653, -0.2886], [-0.5617, 1.5092, 0.6506], [-0.7214, 0.3480, 1.4444], [1.5431, 0.8901, 1.4815], [0.8367, 1.8543, 0.6774], [0.5784, -0.0833, 1.9069], [-1.5864, 2.1877, -0.1961], [-2.4841, 1.5681, -0.3053], [-1.1438, 2.2898, -1.1991], [-1.9417, 3.1821, 0.1091], [1.4362, 3.0824, 0.1332], [1.4227, 3.0580, -0.9618], [2.4605, 3.1955, 0.4991], [0.8594, 3.9493, 0.4730], [2.9911, 0.8569, 1.7548], [3.3684, 1.4183, 2.6083], [3.4851, 1.2285, 0.8494], [3.3225, -0.1746, 1.9004], [0.8795, -1.1828, 2.8509], [0.6449, -0.9381, 3.8937], [1.9429, -1.4306, 2.8249], [0.3318, -2.0940, 2.6071], [-2.0250, -0.2925, 1.7510], [-2.5664, 0.2432, 2.5518], [-1.8914, -1.3315, 2.0642], [-2.6608, -0.2802, 0.8591], [-1.1620, -2.0502, -2.1925], [-2.4230, -2.4540, -1.9905], [-2.7259, -3.2087, -0.7599], [-2.1620, -4.6306, -0.9747], [-0.9238, -4.9046, -0.2102], [-0.2883, -4.0416, 0.5811], [0.1464, -2.6847, 0.0422], [0.0681, -2.4735, -1.4907], [-3.7779, -3.2355, -0.4282], [-1.9493, -4.7756, -2.0390], [-2.1532, -2.7152, 0.0426], [0.5620, -3.3350, -1.9623], [-0.9619, -1.2344, -2.8750], [-3.2548, -2.1915, -2.6219], [0.8130, -1.6351, -1.6392], [-0.4554, -1.9192, 0.5242], [-0.0431, -4.2108, 1.6257], [1.2101, -2.4111, 0.3250], [-2.9495, -5.3521, -0.6915], [-0.5463, -5.9095, -0.3041], [1.8276, -4.7086, -3.1292], [3.5163, -4.2953, -0.6780], [2.9363, -6.2039, -2.7091], [4.0721, -5.7673, -1.7729], [3.3571, -6.5836, -3.6503], [2.3097, -7.0013, -2.2549], [4.3498, -6.5834, -1.0905], [4.9741, -5.4439, -2.3124], [5.0460, -4.0789, 0.3616], [4.7497, -3.6581, 1.3436], [5.7446, -3.4255, -0.1964], [5.5126, -5.0651, 0.5341], [2.6648, -5.3981, 0.5421], [3.1701, -6.3710, 0.5715], [1.6058, -5.5371, 0.2785], [2.7634, -4.9589, 1.5452], [2.7275, -4.2428, -4.6611], [2.2076, -3.3795, -5.0920], [2.7463, -5.0655, -5.3886], [3.7639, -3.9856, -4.4078], [0.4020, -5.6280, -3.8190], [-0.2123, -6.0026, -2.9999], [0.7149, -6.4890, -4.4160], [-0.2015, -4.9420, -4.4187], [-1.9639, 2.5713, -4.0620], [-0.1237, 2.9055, -3.7503], [0.5596, 3.2265, -5.4746], [-0.4041, 4.5935, -2.9288], [0.6318, 1.6184, -2.6324], [1.1175, 0.7220, -1.8571], [-2.3124, 3.5428, -4.4429], [-2.5049, 2.3146, -3.1429], [-2.1199, 1.7963, -4.8182], [-0.0763, 3.9910, -5.9473], [1.5834, 3.6194, -5.4696], [0.5317, 2.3378, -6.1197], [-0.9530, 4.4931, -1.9820], [0.5313, 5.1347, -2.7511], [-1.0276, 5.1880, -3.6168]], "lowdin_spin": [2.1416, 0.1798, 0.0317, 0.0303, -0.0468, 0.1014, 0.0356, 0.0004, 0.0105, 0.0110, -0.0052, 0.0000, 0.0000, -0.0039, 0.0518, 0.0100, 0.0138, 0.0060, 0.0244, 0.0093, 0.0013, 0.0022, -0.0001, 0.0007, 0.0005, -0.0007, -0.0001, 0.0185, 0.0031, 0.0040, 0.0144, 0.0014, 0.0295, 0.0537, 0.0000, 0.0012, 0.0008, 0.0266, 0.0004, 0.0010, 0.0096, 0.0047, 0.0006, 0.0160, 0.0005, 0.0000, 0.3600, 0.2337, 0.0357, 0.0068, 0.0096, -0.0001, 0.0040, -0.0003, 0.0569, 0.0000, 0.0001, 0.0101, 0.0193, 0.0054, 0.0002, -0.0001, 0.0489, 0.0011, 0.0115, -0.0004, 0.0591, 0.0004, 0.0144, -0.0002, 0.0143, 0.0313, 0.0021, 0.0050, 0.2638, 0.0145, 0.0015, -0.0001, 0.0001, 0.0002, -0.0001, 0.0000, 0.0001, -0.0001, 0.0004], "spin_multiplicity": 5, "e_above_lowest_kj_mol": 486.4, "charge": 2, "e_homo_ha": [-0.487, -0.484]}

---

Record 4
{"formula": "C37H26INPPd", "method": "ωB97M-V/def2-TZVPD", "elements": ["Pd", "I", "C", "C", "C", "C", "C", "C", "C", "C", "C", "P", "C", "C", "C", "C", "C", "C", "C", "C", "C", "C", "C", "C", "C", "H", "H", "H", "H", "H", "H", "H", "H", "H", "H", "H", "H", "H", "H", "H", "H", "C", "C", "C", "C", "C", "C", "C", "C", "C", "C", "C", "C", "C", "C", "C", "N", "H", "H", "H", "H", "H", "H", "H", "H", "H", "H"], "coordinates": [[1.5007, 0.7093, 0.0537], [0.7507, 2.8314, 1.6633], [-0.5550, 2.1740, 3.1751], [-0.9671, 3.2404, 3.9456], [-1.7309, 3.0856, 5.1073], [-2.0469, 1.8247, 5.5069], [-1.6545, 0.7007, 4.7402], [-2.0266, -0.5642, 5.2566], [-1.7125, -1.7017, 4.5822], [-1.0557, -1.5911, 3.3499], [-0.6682, -0.3990, 2.7782], [0.0149, -0.5690, 1.0232], [0.5062, -2.3557, 1.0221], [-0.3282, -3.4306, 0.7275], [0.1661, -4.7270, 0.6976], [1.5018, -4.9690, 0.9774], [2.3448, -3.9041, 1.2636], [1.8545, -2.6086, 1.2662], [-1.5996, -0.7096, 0.1367], [-2.8511, -0.4049, 0.6592], [-3.9813, -0.4254, -0.1493], [-3.8807, -0.7682, -1.4884], [-2.6342, -1.0716, -2.0228], [-1.5097, -1.0228, -1.2231], [-0.9281, 0.8243, 3.5132], [-0.6681, 4.2385, 3.6555], [-2.0307, 3.9553, 5.6764], [-2.6074, 1.6461, 6.4161], [-2.5620, -0.5927, 6.1980], [-1.9829, -2.6795, 4.9596], [-0.8700, -2.5120, 2.8211], [-1.3763, -3.2586, 0.5128], [-0.4975, -5.5478, 0.4547], [1.8887, -5.9800, 0.9572], [3.3953, -4.0792, 1.4587], [2.5170, -1.7602, 1.4132], [-2.9596, -0.1457, 1.7050], [-4.9450, -0.1759, 0.2776], [-4.7627, -0.7870, -2.1171], [-2.5356, -1.3160, -3.0736], [-0.5284, -1.2061, -1.6515], [5.8155, 0.2817, -1.1505], [5.7913, 0.5462, -2.5155], [4.5788, 0.8356, -3.1105], [3.3977, 0.8670, -2.3578], [3.3804, 0.6141, -0.9628], [4.6453, 0.3193, -0.4171], [2.1171, 1.2022, -3.0276], [1.9755, 1.2258, -4.4545], [0.7838, 1.5504, -5.0215], [-0.3244, 1.8739, -4.1963], [-1.5995, 2.2227, -4.6892], [-2.6201, 2.5162, -3.8249], [-2.4016, 2.4732, -2.4329], [-1.1777, 2.1314, -1.9325], [-0.1109, 1.8193, -2.8065], [1.0837, 1.4791, -2.2604], [6.7572, 0.0540, -0.6609], [6.7021, 0.5315, -3.1031], [4.5780, 1.0529, -4.1712], [4.7109, 0.1035, 0.6480], [2.8116, 0.9681, -5.0861], [0.6663, 1.5625, -6.1003], [-1.7520, 2.2564, -5.7623], [-3.5979, 2.7826, -4.2062], [-3.2166, 2.6921, -1.7548], [-0.9786, 2.0712, -0.8688]], "lowdin_charge": [0.0901, 1.0013, -0.5933, -0.2132, -0.0957, -0.0576, -0.1738, -0.0529, -0.0726, -0.0963, -0.2552, 0.8629, -0.3688, -0.1141, -0.0996, -0.1095, -0.0907, -0.1019, -0.3597, -0.0824, -0.1000, -0.1109, -0.0955, -0.1271, -0.1737, 0.0599, 0.0991, 0.1036, 0.1039, 0.1018, 0.0819, 0.1044, 0.0938, 0.0910, 0.0967, 0.0771, 0.0968, 0.0935, 0.0927, 0.1024, 0.1060, -0.1387, -0.1371, -0.0840, -0.2281, -0.1981, -0.1684, -0.2203, -0.0092, -0.0263, -0.1723, -0.0559, -0.1015, -0.0887, -0.0331, -0.2195, 0.1088, 0.0829, 0.0816, 0.0808, 0.0655, 0.0901, 0.1068, 0.1021, 0.0915, 0.1005, 0.0557], "e_above_lowest_kj_mol": 0.0, "charge": -1, "e_homo_ha": -0.106}